Entry 1:
27
Properties=species:S:1:pos:R:3:nbo_charge:R:1 method="wB97M-V/def2-TZVPD" homo_ev=-9.992 gap_ha=0.3660 multiplicity=1 e_above_lowest_kj_mol=38.91 smiles=CC(C)O.O.O.O.O.O charge=0 lumo_energy_ev=0.0 max_force_ev_per_a=0.73
O -4.307 -2.116 -2.419 -0.96
H -3.502 -2.660 -2.422 0.48
H -4.017 -1.249 -2.115 0.47
O -0.798 -0.628 -0.740 -1.00
H -1.116 -1.411 -1.217 0.49
H 0.070 -0.430 -1.132 0.50
O -1.789 -3.220 -1.567 -0.96
H -2.062 -3.256 -0.640 0.49
H -1.397 -4.083 -1.744 0.49
O 1.637 -0.306 -2.169 -0.96
H 2.327 -0.606 -1.564 0.48
H 2.022 -0.398 -3.047 0.49
O -1.933 -0.421 1.877 -0.97
H -2.136 -1.355 1.979 0.46
H -1.472 -0.354 1.019 0.50
C 0.546 2.553 0.825 -0.64
C 1.437 1.640 1.675 0.09
C 2.742 1.326 0.975 -0.62
O 1.760 2.236 2.932 -0.73
H 0.500 2.191 -0.206 0.21
H 0.860 3.596 0.789 0.21
H -0.492 2.533 1.163 0.22
H 0.845 0.738 1.856 0.17
H 3.356 2.207 0.792 0.22
H 2.491 0.860 0.019 0.19
H 3.351 0.596 1.510 0.21
H 1.078 2.016 3.571 0.47

***

Entry 2:
12
Properties=species:S:1:pos:R:3:nbo_charge:R:1 method="wB97M-V/def2-TZVPD" homo_ev=-8.668 gap_ha=0.3272 multiplicity=1 e_above_lowest_kj_mol=271.20 smiles="[H]/N=C1/CN(S)C=N1" charge=0 lumo_energy_ev=0.2 max_force_ev_per_a=6.23
C 0.002 -0.910 -0.164 -0.31
C -1.273 -0.113 -0.155 0.35
C 0.235 1.338 -0.217 0.31
H 2.885 0.264 1.110 0.12
H 0.081 -1.385 0.879 0.22
H 0.161 -1.972 -0.745 0.26
H -3.031 0.004 0.183 0.34
H 0.853 2.256 -0.228 0.21
N 0.936 0.216 -0.165 -0.55
N -2.329 -0.699 -0.176 -0.64
N -1.098 1.189 -0.115 -0.52
S 2.578 -0.187 -0.208 0.22

***

Entry 3:
110
Properties=species:S:1:pos:R:3:mulliken_charge:R:1 method="wB97M-V/def2-TZVPD" homo_ev=-3.438 gap_ha=0.1857 multiplicity=1 e_above_lowest_kj_mol=622.79 charge=-1 lumo_energy_ev=1.6 max_force_ev_per_a=10.30
C 25.543 10.065 -12.538 -0.91
C 24.393 10.225 -13.525 -0.03
O 23.204 9.684 -13.139 -0.87
H 25.345 10.769 -11.730 0.28
H 26.574 9.844 -12.816 0.35
H 25.288 9.200 -11.926 0.15
H 24.668 9.633 -14.398 -0.02
H 24.257 11.277 -13.776 0.07
C 25.547 4.073 -15.143 -0.30
C 26.439 5.231 -15.407 0.26
O 27.231 4.772 -16.560 -0.32
C 27.358 3.434 -16.399 0.71
O 28.347 2.766 -16.705 -0.57
O 26.403 2.967 -15.568 -0.33
F 27.179 5.473 -14.326 -0.27
H 24.623 4.154 -15.716 0.29
H 25.361 4.060 -14.069 0.28
H 26.008 6.157 -15.786 0.26
C 23.813 8.262 -20.082 -0.32
C 22.723 7.959 -19.045 0.20
O 22.536 6.607 -19.282 -0.28
C 23.639 6.097 -19.558 0.75
O 23.936 4.921 -19.476 -0.60
O 24.441 7.051 -19.909 -0.33
F 21.630 8.815 -19.293 -0.28
H 24.501 9.063 -19.812 0.29
H 23.341 8.336 -21.062 0.26
H 23.021 7.949 -17.997 0.33
C 21.814 7.043 -9.155 -0.30
C 22.499 5.994 -10.000 0.45
O 21.774 4.768 -9.812 -0.32
C 20.765 5.000 -9.013 0.64
O 19.833 4.208 -8.787 -0.61
O 20.770 6.259 -8.494 -0.29
F 23.789 5.884 -9.621 -0.27
H 21.274 7.759 -9.775 0.22
H 22.467 7.535 -8.435 0.22
H 22.415 5.957 -11.086 0.24
C 18.305 8.935 -15.198 -0.36
C 17.988 9.892 -14.034 0.43
O 16.567 9.681 -13.854 -0.34
C 16.121 8.570 -14.514 0.69
O 15.008 8.062 -14.467 -0.55
O 17.113 8.162 -15.339 -0.34
F 18.201 11.119 -14.475 -0.28
H 19.014 8.170 -14.883 0.24
H 18.664 9.519 -16.046 0.25
H 18.495 9.727 -13.084 0.25
C 20.342 15.658 -16.154 -0.45
C 21.393 14.805 -16.609 0.28
O 22.348 15.757 -17.043 -0.29
C 21.815 16.825 -17.248 0.70
O 22.366 17.727 -17.856 -0.64
O 20.613 16.771 -16.946 -0.31
F 20.967 13.957 -17.607 -0.29
H 20.466 15.792 -15.079 0.29
H 19.423 15.078 -16.241 0.35
H 21.743 14.305 -15.706 0.36
C 21.165 8.449 -4.188 -1.01
C 21.357 9.946 -4.305 -0.19
O 20.166 10.518 -4.888 -0.21
P 20.228 11.803 -5.781 0.65
O 20.885 12.913 -5.144 -0.75
O 21.089 11.315 -7.162 0.01
C 22.000 12.223 -7.768 -0.36
C 21.261 12.954 -8.950 -1.01
O 18.696 12.007 -6.292 -0.35
C 18.124 11.419 -7.437 0.32
C 16.830 11.972 -7.672 -1.36
H 21.589 8.188 -3.218 0.32
H 20.087 8.296 -4.142 0.28
H 21.659 7.970 -5.033 0.22
H 21.463 10.540 -3.398 0.35
H 22.188 10.179 -4.970 0.24
H 22.516 12.672 -6.919 0.40
H 22.704 11.592 -8.310 0.26
H 20.572 12.205 -9.340 0.17
H 20.674 13.713 -8.433 0.27
H 21.971 13.198 -9.741 0.43
H 18.779 11.451 -8.307 0.01
H 18.165 10.356 -7.202 0.28
H 16.104 11.840 -6.869 0.31
H 16.877 13.033 -7.914 0.33
H 16.581 11.567 -8.653 0.40
C 33.496 8.733 -9.510 -0.97
C 32.460 9.830 -9.113 -0.49
O 31.174 9.326 -8.746 -0.25
P 30.912 8.458 -7.448 0.95
O 31.966 8.539 -6.388 -0.80
O 29.396 8.891 -7.045 -0.34
C 29.112 9.802 -6.012 -0.26
C 29.838 11.109 -6.092 -1.11
O 30.777 6.982 -8.069 -0.31
C 29.752 6.584 -9.019 -0.13
C 30.387 5.554 -10.043 -1.19
H 33.251 8.421 -10.525 0.25
H 34.472 9.205 -9.394 0.38
H 33.523 7.898 -8.810 0.30
H 32.887 10.441 -8.318 0.35
H 32.609 10.605 -9.865 0.44
H 28.041 9.976 -6.120 0.34
H 29.148 9.383 -5.007 0.27
H 29.322 11.867 -5.503 0.41
H 30.810 11.104 -5.600 0.31
H 29.889 11.480 -7.115 0.27
H 28.887 6.139 -8.528 0.29
H 29.355 7.487 -9.481 0.32
H 30.974 6.034 -10.825 0.28
H 31.093 4.880 -9.556 0.30
H 29.677 4.968 -10.626 0.38